1.
The following is a quantum chemistry calculation of a molecular structure, C27H21BrClF3IN3OS2Sr in a non-equilibrium geometry, from the OMol25 dataset.

Geometry as XYZ:
```
61
Properties=species:S:1:pos:R:3:mulliken_charge:R:1
Sr 1.517 -0.035 -0.479 1.48
F -5.372 5.036 0.963 -0.25
C -5.580 3.990 0.152 0.73
F -6.559 3.254 0.704 -0.25
F -6.040 4.463 -1.011 -0.28
C -4.327 3.172 -0.019 0.47
C -3.690 2.677 1.107 -0.72
C -2.566 1.892 0.924 -0.64
N -2.067 1.596 -0.276 -0.09
C -2.685 2.092 -1.345 -0.43
C -3.823 2.884 -1.272 -0.60
H -4.061 2.901 2.098 0.44
H -2.036 1.481 1.776 0.69
H -2.249 1.851 -2.309 0.45
H -4.298 3.264 -2.164 0.50
C 4.964 0.672 -0.025 -0.76
O 3.805 0.167 -0.729 -0.46
C 3.943 -0.797 -1.734 0.21
S 5.284 -1.718 -1.898 -0.28
S 2.546 -0.911 -2.735 -0.49
H 4.902 1.755 -0.071 0.19
H 5.868 0.311 -0.500 0.40
H 4.932 0.337 1.008 0.30
Br 3.371 -6.660 -0.037 -0.18
C 1.519 -6.437 0.262 0.20
C 0.811 -7.505 0.794 -0.44
C -0.548 -7.387 1.034 -0.65
C -1.204 -6.198 0.746 -0.53
C -0.494 -5.134 0.215 0.63
C 0.872 -5.241 -0.032 -0.42
I 1.840 -3.613 -0.926 0.36
H 1.331 -8.426 1.021 0.40
H -1.092 -8.227 1.447 0.37
H -2.267 -6.100 0.927 0.40
H -0.998 -4.207 -0.022 -0.06
N -5.714 -4.323 -0.072 -0.45
C -4.752 -3.696 -0.070 -0.30
C -3.538 -2.915 -0.059 0.60
C -2.983 -2.457 -1.247 -0.36
C -1.810 -1.729 -1.180 -0.75
N -1.188 -1.448 -0.034 0.49
C -1.735 -1.887 1.100 -1.11
C -2.906 -2.621 1.142 -0.12
H -3.454 -2.669 -2.197 0.54
H -1.343 -1.365 -2.089 0.46
H -1.208 -1.645 2.016 0.47
H -3.316 -2.961 2.083 0.57
Cl 2.541 3.922 6.041 -0.25
C 2.208 3.537 4.367 0.40
C 3.249 3.371 3.472 -0.88
C 2.977 3.083 2.144 -0.19
C 1.662 2.937 1.656 1.30
C 1.374 2.615 0.259 -2.46
C 0.635 3.126 2.604 -0.17
C 0.898 3.419 3.933 -0.78
H 4.271 3.474 3.816 0.40
H 3.802 2.976 1.448 0.25
H 2.173 2.971 -0.406 0.48
H 0.420 3.033 -0.068 0.37
H -0.395 3.045 2.276 0.40
H 0.084 3.558 4.635 0.40
```

## Properties
HOMO-LUMO gap in eV: 5.220
Multiplicity: 1
Charge: 0

---

2.
The following is a quantum chemistry calculation of C4H9NO2 in the gas phase, from the OMol25 dataset.

Geometry as XYZ:
```
16
Properties=species:S:1:pos:R:3:mulliken_charge:R:1
C -2.123 -0.081 -0.366 -1.39
C -0.633 0.162 -0.550 0.39
O -0.344 1.490 -0.098 -0.60
C 0.197 -0.862 0.236 -0.72
C 1.695 -0.592 0.215 0.38
N 2.099 0.423 1.039 -0.41
O 2.474 -1.251 -0.452 -0.61
H -2.383 -0.008 0.696 0.36
H -2.411 -1.074 -0.727 0.35
H -2.700 0.673 -0.910 0.34
H -0.375 0.073 -1.614 0.34
H 0.128 1.950 -0.801 0.35
H -0.157 -0.880 1.274 0.39
H 0.048 -1.855 -0.199 0.34
H 3.065 0.706 0.960 0.25
H 1.419 1.124 1.298 0.25
```

## Properties
SMILES: C[C@@H](O)CC(N)=O
HOMO-LUMO gap in eV: 10.359
Multiplicity: 1
Charge: 0

---

3.
The following is a quantum chemistry calculation of a molecular structure, C6H11N in a non-equilibrium geometry, from the OMol25 dataset.

Geometry as XYZ:
```
18
Properties=species:S:1:pos:R:3:mulliken_charge:R:1
C -1.027 0.587 -0.525 -0.64
C 1.293 1.503 0.022 -1.34
C 0.772 -1.158 0.383 -1.55
C 0.541 0.448 -0.782 0.96
C -1.130 -0.440 0.469 0.48
C -1.884 -1.137 1.274 -0.88
N 0.973 0.051 -1.965 -0.84
H 0.242 0.133 -2.672 0.23
H -1.578 0.345 -1.435 0.33
H -1.282 1.586 -0.165 0.29
H 1.062 2.487 -0.395 0.38
H 2.366 1.324 -0.049 0.35
H 0.994 1.498 1.073 0.35
H 1.785 -1.181 -0.023 0.45
H 0.885 -1.044 1.462 0.40
H 0.416 -2.141 0.074 0.45
H -2.949 -0.925 1.364 0.29
H -1.479 -1.935 1.891 0.30
```

## Properties
HOMO-LUMO gap (spin up / spin down) in eV: 8.528 / 8.529
Multiplicity: 1
Charge: 0

---

4.
The following is a quantum chemistry calculation of a molecular structure, CH6GaKO2 in a non-equilibrium geometry, from the OMol25 dataset.

Geometry as XYZ:
```
11
Properties=species:S:1:pos:R:3:mulliken_charge:R:1
O -1.880 0.418 -1.640 -0.40
O -1.133 -0.393 -0.614 -0.29
C 0.117 0.148 -0.285 -0.85
Ga 0.647 -0.404 1.661 0.26
H -1.863 1.288 -1.223 0.34
H 0.852 -0.255 -0.917 0.28
H 0.138 1.228 -0.393 0.45
H 0.318 0.833 2.600 -0.25
H -0.228 -1.693 1.968 -0.22
H 2.208 -0.715 1.489 -0.25
K 0.823 -0.454 -2.644 0.91
```

## Properties
HOMO-LUMO gap in eV: 7.055
Multiplicity: 1
Charge: 0

---

5.
The following is a quantum chemistry calculation of C2H5N2O2P in the gas phase in a non-equilibrium geometry, from the OMol25 dataset.

Geometry as XYZ:
```
12
Properties=species:S:1:pos:R:3:mulliken_charge:R:1
H 0.996 1.462 -1.397 0.26
N 0.329 1.176 -0.726 -0.62
C 0.019 0.047 -0.300 0.42
P 0.284 -1.628 -1.024 0.07
O 1.493 -1.234 -2.032 -0.48
C -0.805 -0.037 1.285 0.34
N -0.928 1.191 1.782 -0.39
O -0.995 -1.166 1.681 -0.56
H 1.047 -1.713 0.242 0.07
H 1.146 -1.242 -2.917 0.33
H -0.863 1.838 1.011 0.28
H -1.724 1.306 2.395 0.28
```

## Properties
SMILES: [H]/N=C(\PO)C(N)=O
HOMO-LUMO gap in eV: 8.952
Multiplicity: 1
Charge: 0

---

6.
The following is a quantum chemistry calculation of a molecular structure, C29H34N6O5PV in a non-equilibrium geometry, from the OMol25 dataset.

Geometry as XYZ:
```
76
Properties=species:S:1:pos:R:3:mulliken_charge:R:1
V -0.310 1.255 0.234 0.28
O -6.032 4.805 -0.350 -0.72
C -5.540 4.514 0.752 0.37
O -5.859 4.833 1.912 -0.72
C -4.296 3.573 0.680 0.27
C -3.857 2.906 1.820 -0.97
C -2.738 2.101 1.760 -0.25
N -2.037 1.960 0.630 0.43
C -2.453 2.605 -0.480 0.81
C -3.575 3.408 -0.497 -1.08
C -1.537 2.307 -1.640 0.20
O -1.327 3.159 -2.516 -0.87
O -0.974 1.155 -1.584 0.01
H -4.401 3.051 2.744 0.46
H -2.360 1.551 2.613 0.44
H -3.907 3.901 -1.400 0.56
N -0.567 -7.202 5.389 -0.56
C -0.618 -6.245 4.751 0.05
C -0.668 -5.057 3.968 0.53
C 0.254 -4.860 2.933 -0.83
C 0.232 -3.697 2.197 -0.21
C -0.709 -2.685 2.467 0.47
C -1.642 -2.904 3.497 -0.43
C -1.621 -4.067 4.235 -0.78
C -0.688 -1.475 1.734 0.08
C -0.605 -0.407 1.130 -0.75
H 0.985 -5.631 2.726 0.43
H 0.946 -3.531 1.401 0.56
H -2.373 -2.134 3.702 0.50
H -2.338 -4.226 5.030 0.43
N 0.065 4.140 1.008 -0.13
C 0.823 3.345 1.828 0.73
C 1.691 3.955 2.742 -1.07
C 2.410 3.182 3.626 -0.32
C 2.251 1.800 3.578 -0.93
C 1.397 1.264 2.642 -0.34
N 0.676 1.995 1.767 0.64
H 0.323 5.111 0.985 0.29
H -0.168 3.774 0.102 0.03
H 1.785 5.033 2.730 0.34
H 3.093 3.643 4.327 0.41
H 2.781 1.151 4.260 0.44
H 1.254 0.195 2.566 0.29
C 4.244 1.589 -0.962 -0.73
N 3.449 2.058 -2.080 -0.26
C 2.112 2.326 -1.940 0.24
N 1.441 2.608 -3.069 -0.18
O 1.604 2.359 -0.807 -0.44
H 5.258 1.978 -1.049 0.33
H 4.277 0.497 -0.910 0.23
H 3.795 1.958 -0.043 0.19
H 3.795 1.864 -3.002 0.23
H 1.852 2.449 -3.971 0.21
H 0.425 2.775 -3.017 0.20
C 2.564 -3.437 -1.465 -1.55
C 1.073 -3.350 -1.793 -0.73
P 0.476 -1.584 -1.771 0.60
C 0.969 -1.007 -3.487 -0.39
C 1.239 -2.020 -4.599 -1.40
C -1.339 -1.910 -1.965 -0.13
C -1.829 -2.799 -3.105 -1.44
H 2.893 -4.476 -1.385 0.39
H 2.779 -2.931 -0.521 0.32
H 3.164 -2.955 -2.240 0.36
H 0.490 -3.879 -1.034 0.55
H 0.875 -3.831 -2.751 0.48
H 1.866 -0.396 -3.342 0.15
H 0.178 -0.311 -3.781 0.38
H 2.092 -2.659 -4.363 0.25
H 1.474 -1.496 -5.529 0.44
H 0.381 -2.663 -4.787 0.24
H -1.802 -0.929 -2.050 0.04
H -1.648 -2.317 -0.998 0.33
H -1.629 -2.344 -4.076 0.29
H -2.911 -2.926 -3.021 0.45
H -1.376 -3.792 -3.087 0.29
```

## Properties
HOMO-LUMO gap (spin up / spin down) in eV: 6.047 / 7.299
⟨S²⟩: 3.787
Multiplicity: 4
Charge: -1